Entry 1:
A cluster of 5 separate species, C30H72N2 in total at a distorted geometry. Source: OMol25; level of theory: ωB97M-V/def2-TZVPD.

Element x y z (Å)
C: -0.959 -3.979 108.887
C: -1.207 -5.100 109.902
N: -1.121 -4.634 111.283
C: -1.979 -3.534 111.833
C: -3.455 -4.016 111.915
C: -0.996 -5.747 112.243
C: 0.283 -6.539 112.249
H: -0.017 -3.691 109.159
H: -1.423 -3.073 108.926
H: -1.016 -4.269 107.849
H: -0.450 -5.961 109.618
H: -2.242 -5.513 109.637
H: -1.984 -2.641 111.189
H: -1.755 -3.329 112.941
H: -4.087 -3.337 112.289
H: -3.682 -4.740 112.709
H: -3.862 -4.509 110.906
H: -1.758 -6.704 111.992
H: -1.473 -5.497 113.004
H: 0.439 -7.078 111.535
H: 0.335 -7.322 112.983
H: 1.197 -5.957 112.420
C: 2.639 -2.238 109.237
C: 2.991 -2.617 110.642
N: 4.202 -3.530 110.756
C: 5.326 -3.070 111.576
C: 4.921 -3.006 113.072
C: 3.853 -4.892 111.022
C: 3.060 -5.604 109.897
H: 2.371 -3.105 108.340
H: 3.375 -1.862 108.875
H: 1.896 -1.539 109.194
H: 2.163 -3.140 110.752
H: 2.752 -2.021 111.424
H: 5.864 -2.216 111.344
H: 6.111 -3.699 111.505
H: 5.839 -2.887 113.351
H: 4.581 -3.784 113.539
H: 4.246 -2.170 113.271
H: 3.159 -4.976 112.039
H: 4.618 -5.527 111.330
H: 3.658 -5.567 108.955
H: 1.968 -5.301 109.826
H: 2.721 -6.600 110.290
C: 0.615 1.503 118.959
C: 0.634 1.325 117.419
C: 1.796 2.021 116.703
C: 1.737 1.496 115.206
C: 3.061 1.794 114.581
C: 4.190 0.846 114.802
H: 1.352 1.085 119.320
H: -0.132 1.186 119.601
H: 0.522 2.669 118.958
H: -0.501 1.814 117.111
H: 0.379 0.254 117.212
H: 2.579 1.652 117.188
H: 1.792 3.067 116.888
H: 0.943 1.940 114.649
H: 1.560 0.459 115.104
H: 3.451 2.856 115.031
H: 3.050 2.009 113.513
H: 4.926 1.213 114.176
H: 4.288 -0.350 114.541
H: 4.426 0.715 115.868
C: 3.955 -7.340 114.241
C: 4.511 -7.348 115.659
C: 5.956 -7.948 115.673
C: 6.377 -8.328 117.047
C: 7.895 -8.612 117.201
C: 8.384 -8.843 118.551
H: 3.099 -6.709 114.052
H: 3.879 -8.453 113.852
H: 4.717 -6.964 113.560
H: 3.833 -7.909 116.174
H: 4.511 -6.289 116.183
H: 6.438 -7.199 115.141
H: 5.789 -8.770 114.864
H: 5.805 -9.177 117.382
H: 6.191 -7.672 117.710
H: 8.634 -7.803 116.834
H: 8.162 -9.564 116.680
H: 8.009 -8.034 119.267
H: 9.512 -8.829 118.816
H: 7.855 -9.649 119.010
C: 1.004 -2.690 114.127
C: 1.691 -3.862 114.986
C: 1.856 -3.480 116.413
C: 2.915 -2.351 116.613
C: 3.033 -1.959 118.139
C: 4.243 -1.126 118.392
H: 1.474 -1.681 114.301
H: 0.139 -2.619 114.735
H: 0.654 -3.034 113.176
H: 2.558 -4.168 114.433
H: 0.841 -4.595 114.694
H: 2.147 -4.285 116.717
H: 1.087 -3.208 117.132
H: 2.486 -1.534 115.904
H: 3.828 -2.753 116.196
H: 3.271 -2.784 118.804
H: 2.172 -1.496 118.424
H: 4.546 -0.979 119.340
H: 4.113 -0.106 118.031
H: 5.104 -1.473 117.789

Output
SMILES = CCN(CC)CC.CCN(CC)CC.CCCCCC.CCCCCC.CCCCCC
E_LUMO = 0.81 eV
charge = 0
energy relative to the best compared isomer or geometry (same formula, charge and spin) = 114.3 kcal/mol
orbital gap = 8.72 eV

Atomic partial charges in e from the Mulliken method, atoms 1 to 4:
1. C -1.63
2. C -0.46
3. N 0.79
4. C -0.33



Entry 2:
An isolated molecule of C3H5N2OP at a distorted geometry. Source: OMol25; level of theory: ωB97M-V/def2-TZVPD.

Element x y z (Å)
C: -0.083 1.606 -0.348
C: -0.513 -0.676 -0.496
C: 0.426 0.119 1.535
N: -0.269 -0.832 -1.799
N: -0.060 0.436 0.195
O: -0.949 -1.629 0.097
P: 0.461 0.116 -2.996
H: 0.139 2.473 0.180
H: -0.082 0.891 2.249
H: 0.077 -0.925 1.729
H: 1.425 0.231 1.658
H: -0.572 -1.812 -2.003

Output
E_LUMO (alpha / beta) = -0.82 / -0.83 eV
charge = 0
energy relative to the best compared isomer or geometry (same formula, charge and spin) = 118.4 kcal/mol
orbital gap (alpha / beta) = 6.58 / 6.65 eV

Atomic partial charges in e from the Mulliken method, atoms 1 to 4:
1. C -0.44
2. C 0.59
3. C -0.87
4. N -0.17



Entry 3:
An isolated molecule of C3H4O3. Source: OMol25; level of theory: ωB97M-V/def2-TZVPD.

Element x y z (Å)
O: -1.640 -1.220 0.247
C: -1.478 0.135 -0.070
C: -0.120 0.749 0.012
O: 0.769 -0.235 0.110
C: 2.085 0.269 0.066
O: 2.666 0.392 -0.953
H: -0.805 -1.662 0.057
H: -1.771 0.379 -1.117
H: -2.151 0.723 0.566
H: 2.445 0.469 1.082

Output
E_LUMO = 0.38 eV
charge = 0
energy relative to the best compared isomer or geometry (same formula, charge and spin) = 87.8 kcal/mol
orbital gap = 9.80 eV

Atomic partial charges in e from the Mulliken method, atoms 1 to 4:
1. O -0.51
2. C 0.05
3. C -0.54
4. O -0.15



Entry 4:
An isolated molecule of C16H20N4O4 at a distorted geometry. Source: OMol25; level of theory: ωB97M-V/def2-TZVPD.

Element x y z (Å)
C: 2.686 1.336 -0.206
C: 1.545 0.532 -0.997
C: 3.384 0.494 0.956
C: 2.878 0.348 2.487
C: 1.592 -0.427 2.829
C: -0.285 0.501 -2.572
C: -0.439 0.694 -4.128
C: -1.562 0.962 -1.827
C: -1.760 0.436 -0.437
C: -0.887 0.538 0.632
C: -2.536 -0.642 -0.007
C: -2.334 -0.815 1.407
C: -3.365 -1.473 -0.626
C: -2.721 -1.913 2.088
C: -3.968 -2.498 0.034
C: -3.734 -2.709 1.430
H: 2.603 3.043 1.117
H: 2.105 3.462 -0.230
H: 3.470 1.673 -0.935
H: 3.695 -0.509 0.664
H: 4.273 1.029 1.301
H: 3.718 -0.249 2.930
H: 2.857 1.272 2.993
H: 0.646 -2.276 2.199
H: 1.669 -1.519 1.194
H: 1.114 2.069 -2.434
H: -0.167 -0.569 -2.364
H: -2.565 0.743 -2.466
H: -1.456 2.012 -1.912
H: 0.137 0.752 0.668
H: -0.888 -0.137 2.540
H: -3.643 -1.320 -1.681
H: -2.647 -1.833 3.243
H: -4.616 -3.273 -0.346
H: -4.207 -3.634 1.926
H: 0.838 0.513 -5.663
N: 2.026 2.669 0.423
N: 1.293 -1.464 2.087
N: 0.897 1.113 -1.999
N: -1.434 0.033 1.751
O: 1.447 -0.660 -0.726
O: 1.068 0.022 3.827
O: -1.531 1.035 -4.450
O: 0.805 0.637 -4.724

Output
SMILES = NC(=O)CC[C@H](N)C(=O)N[C@@H](Cc1c[nH]c2ccccc12)C(=O)O
E_LUMO = 0.18 eV
charge = 0
energy relative to the best compared isomer or geometry (same formula, charge and spin) = 121.0 kcal/mol
orbital gap = 7.49 eV

Atomic partial charges in e from the Mulliken method, atoms 1 to 4:
1. C 0.42
2. C -0.08
3. C -1.20
4. C -0.56



Entry 5:
A structure of composition C27H27CrN14O3S2. Source: OMol25; level of theory: ωB97M-V/def2-TZVPD.

Element x y z (Å)
Cr: -0.168 -0.216 0.536
N: 1.533 -2.771 -0.928
C: 0.208 -3.041 -0.611
N: -0.435 -4.108 -1.039
N: -1.682 -3.963 -0.534
N: -1.778 -2.877 0.142
N: -0.575 -2.245 0.124
C: 2.265 -1.897 -0.135
N: 3.550 -1.997 0.124
N: 3.805 -0.932 0.930
N: 2.736 -0.252 1.144
N: 1.725 -0.829 0.444
H: 2.052 -3.572 -1.249
S: -2.525 0.281 0.658
C: -2.798 0.320 -1.054
N: -3.933 0.506 -1.638
N: -4.984 0.672 -0.828
C: -6.246 0.895 -1.337
C: -7.312 1.072 -0.449
C: -8.590 1.296 -0.928
C: -8.836 1.348 -2.294
C: -7.775 1.171 -3.173
C: -6.489 0.946 -2.712
N: -1.765 0.147 -1.995
N: -0.629 -0.028 -1.532
C: 0.378 -0.245 -2.531
C: 0.113 -1.089 -3.601
C: 1.116 -1.344 -4.521
C: 2.366 -0.756 -4.372
C: 2.614 0.089 -3.299
C: 1.623 0.345 -2.364
H: -4.831 0.635 0.174
H: -7.126 1.032 0.618
H: -9.402 1.430 -0.224
H: -9.837 1.522 -2.667
H: -7.949 1.207 -4.242
H: -5.662 0.807 -3.393
H: -0.857 -1.561 -3.676
H: 0.928 -2.020 -5.345
H: 3.152 -0.968 -5.086
H: 3.591 0.538 -3.172
H: 1.798 0.985 -1.509
N: -0.218 -0.203 2.665
C: 0.718 0.264 3.675
C: 1.312 -0.654 4.527
C: 2.167 -0.214 5.525
C: 2.432 1.142 5.672
C: 1.877 2.045 4.776
C: 1.024 1.609 3.770
S: 3.417 1.707 7.068
O: 3.713 3.101 6.771
O: 2.525 1.518 8.208
O: 4.578 0.829 7.082
H: -0.529 -1.142 2.904
H: -1.042 0.392 2.719
H: 1.093 -1.712 4.421
H: 2.627 -0.916 6.208
H: 2.118 3.094 4.887
H: 0.593 2.302 3.058
C: 0.101 5.172 -0.331
C: 1.226 4.259 0.175
C: 2.380 4.258 -0.837
C: 1.736 4.767 1.530
C: 0.724 2.885 0.328
C: 0.342 1.738 0.432
H: 0.467 6.198 -0.440
H: -0.734 5.172 0.371
H: -0.269 4.826 -1.297
H: 2.767 5.272 -0.972
H: 2.040 3.881 -1.804
H: 3.190 3.618 -0.486
H: 2.136 5.780 1.429
H: 2.521 4.116 1.915
H: 0.927 4.789 2.262

Output
E_LUMO (alpha / beta) = 3.27 / 3.15 eV
charge = -2
⟨S²⟩ = 3.787
energy relative to the best compared isomer or geometry (same formula, charge and spin) = 0.0 kcal/mol
orbital gap (alpha / beta) = 6.90 / 6.78 eV
spin multiplicity = 4

Atomic partial charges in e from the Mulliken method, atoms 1 to 4:
1. Cr -1.20
2. N 0.09
3. C 0.24
4. N -0.63



Entry 6:
A cluster of 2 separate species, C5H12O in total at a distorted geometry. Source: OMol25; level of theory: ωB97M-V/def2-TZVPD.

Element x y z (Å)
C: 0.406 -1.765 -0.602
C: 0.067 -1.437 0.825
C: 0.934 -0.165 1.163
C: 0.020 1.003 1.059
C: -1.238 1.035 1.607
H: -0.275 -1.576 -1.323
H: 1.233 -1.296 -0.986
H: 0.441 -2.868 -0.602
H: -0.993 -1.524 0.974
H: 0.508 -2.378 1.451
H: 1.841 -0.096 0.453
H: 1.406 -0.232 2.072
H: 0.270 1.784 0.421
H: -1.559 0.014 2.138
H: -1.782 1.948 1.574
H: -0.417 0.733 -2.434
H: 0.108 2.104 -2.496
O: -0.239 1.420 -3.194

Output
E_LUMO (alpha / beta) = 4.13 / 3.92 eV
charge = -1
⟨S²⟩ = 0.751
energy relative to the best compared isomer or geometry (same formula, charge and spin) = 51.4 kcal/mol
orbital gap (alpha / beta) = 3.11 / 9.42 eV
spin multiplicity = 2

Atomic partial charges in e from the Mulliken method, atoms 1 to 4:
1. C -1.98
2. C -0.28
3. C -0.85
4. C -1.44



Entry 7:
A structure of composition C21H43O3P3Pt at a distorted geometry. Source: OMol25; level of theory: ωB97M-V/def2-TZVPD.

Element x y z (Å)
P: 3.651 -0.522 0.305
C: 4.041 -0.694 2.043
H: 5.106 -0.512 2.234
H: 3.810 -1.701 2.405
H: 3.454 -0.015 2.672
C: 3.427 -2.111 -0.505
H: 3.283 -1.967 -1.586
H: 2.534 -2.633 -0.127
H: 4.330 -2.724 -0.331
C: 4.771 0.475 -0.672
H: 5.747 -0.033 -0.753
H: 4.925 1.464 -0.221
H: 4.364 0.632 -1.683
P: -0.861 2.909 -0.807
C: -0.745 3.271 0.955
H: -1.207 4.249 1.150
H: 0.292 3.293 1.291
H: -1.246 2.503 1.541
C: 0.077 4.252 -1.567
H: 0.064 4.125 -2.654
H: 1.124 4.180 -1.248
H: -0.364 5.213 -1.270
C: -2.593 3.271 -1.185
H: -2.765 4.349 -1.055
H: -3.228 2.677 -0.516
H: -2.818 2.955 -2.208
P: -2.815 -2.369 0.299
C: -3.439 -2.563 1.981
H: -3.987 -3.507 2.122
H: -4.113 -1.728 2.218
H: -2.613 -2.518 2.708
C: -4.049 -2.384 -0.992
H: -4.673 -3.291 -0.930
H: -3.569 -2.348 -1.984
H: -4.707 -1.506 -0.930
C: -1.530 -3.567 -0.068
H: -1.940 -4.591 -0.009
H: -0.687 -3.461 0.630
H: -1.131 -3.398 -1.080
Pt: -0.297 1.050 -2.343
C: 2.030 0.343 0.421
O: 1.047 0.796 0.854
C: -2.040 -0.730 0.447
O: -1.550 0.242 0.862
C: -1.439 0.185 -3.982
C: -0.887 -0.815 -3.144
C: 0.518 -0.830 -2.904
C: 1.324 0.193 -3.455
C: 0.741 1.277 -4.149
C: -0.660 1.276 -4.425
H: -2.518 0.203 -4.120
H: -1.525 -1.553 -2.639
H: 0.961 -1.608 -2.265
H: 2.399 0.181 -3.261
H: 1.350 2.112 -4.469
H: -1.109 2.124 -4.923
C: -1.092 -0.840 4.359
C: 0.222 -0.658 3.640
O: 0.429 -1.591 2.556
C: 0.753 -2.939 2.946
C: 1.632 -3.085 4.170
H: -1.934 -0.542 3.726
H: -1.101 -0.190 5.240
H: -1.242 -1.872 4.695
H: 0.270 0.324 3.161
H: 1.069 -0.731 4.338
H: -0.192 -3.488 3.094
H: 1.247 -3.375 2.066
H: 1.086 -2.846 5.090
H: 1.943 -4.132 4.243
H: 2.541 -2.474 4.124

Output
E_LUMO (alpha / beta) = -11.90 / -14.80 eV
charge = +4
⟨S²⟩ = 6.011
energy relative to the best compared isomer or geometry (same formula, charge and spin) = 4.6 kcal/mol
orbital gap (alpha / beta) = 6.62 / 4.73 eV
spin multiplicity = 5

Atomic partial charges in e from the Mulliken method, atoms 1 to 4:
1. P 1.08
2. C -1.26
3. H 0.47
4. H 0.29



Entry 8:
A cluster of 3 separate species, C12H33BIN4O4S in total at a distorted geometry. Source: OMol25; level of theory: ωB97M-V/def2-TZVPD.

Element x y z (Å)
C: 2.063 -2.063 3.279
C: 3.469 -2.450 3.741
N: 4.406 -2.618 2.610
S: 4.396 -3.933 1.585
C: 3.392 -3.389 0.185
C: 4.135 -2.314 -0.596
O: 5.133 -1.793 -0.228
I: 3.195 -1.853 -2.430
B: 3.318 -5.377 2.407
N: 1.926 -5.295 2.540
O: 4.127 -6.416 2.684
H: 1.305 -2.797 3.546
H: 2.039 -1.843 2.216
H: 1.762 -1.131 3.752
H: 3.476 -3.298 4.435
H: 3.901 -1.622 4.303
H: 5.375 -2.511 2.893
H: 2.410 -3.036 0.500
H: 3.257 -4.264 -0.458
H: 1.525 -5.240 3.469
H: 1.440 -4.637 1.943
H: 4.354 -6.686 3.580
C: -0.780 1.360 1.607
C: 0.704 1.700 1.656
C: 1.087 2.957 0.867
O: 1.121 2.771 -0.532
C: -0.130 2.911 -1.190
N: 1.482 0.529 1.221
H: -1.058 0.940 0.639
H: -1.022 0.618 2.369
H: -1.394 2.243 1.784
H: 0.967 1.897 2.701
H: 2.103 3.244 1.152
H: 0.424 3.792 1.127
H: -0.756 3.672 -0.721
H: -0.685 1.971 -1.218
H: 0.079 3.212 -2.216
H: 2.471 0.734 1.346
H: 1.372 0.462 0.210
C: -3.323 3.230 -4.069
C: -3.415 2.055 -3.102
C: -4.632 1.152 -3.335
O: -5.854 1.682 -2.868
C: -6.521 2.565 -3.751
N: -3.347 2.564 -1.729
H: -4.044 4.008 -3.817
H: -2.331 3.679 -4.020
H: -3.504 2.914 -5.097
H: -2.532 1.424 -3.261
H: -4.484 0.227 -2.770
H: -4.715 0.881 -4.396
H: -6.383 2.259 -4.793
H: -6.183 3.597 -3.639
H: -7.582 2.521 -3.510
H: -3.304 1.781 -1.082
H: -4.234 3.014 -1.518

Output
E_LUMO = -3.82 eV
charge = +1
orbital gap = 6.99 eV

Atomic partial charges in e from the Mulliken method, atoms 1 to 4:
1. C -0.64
2. C -0.51
3. N -0.21
4. S 0.09